Here is a cluster of 3 separate species, C4H8O2 in total from OMol25. Energies are from ωB97M-V/def2-TZVPD.

CARTESIAN COORDINATES (ANGSTROEM)
O 0.0701 1.8300 1.5634
C -0.4108 0.7964 0.8949
C -1.2049 0.4710 -0.0641
C -0.9452 -0.5680 0.9915
H 0.6216 1.4789 2.2723
H -1.9163 0.8407 -0.7669
H -1.7575 -0.7693 1.6898
H -0.2882 -1.4098 0.7801
H 0.1494 -1.5341 -1.9431
H -0.5838 -1.4844 -2.1354
C 1.5946 0.1417 -0.6710
O 1.6560 -1.0354 -0.8892
H 1.3144 0.8816 -1.4233
H 1.9985 0.5501 0.2560

Force components x, y, z for each atom (eV/Å):
0.71 0.24 0.52
-1.00 0.26 -0.23
0.11 0.52 -0.24
0.03 -0.67 0.32
0.04 0.22 0.14
-0.15 -0.16 -0.37
0.09 -0.18 0.15
-0.08 -0.11 -0.04
-0.77 -0.04 -0.32
0.26 -0.11 -0.04
0.89 0.02 -0.27
0.26 -0.34 0.19
-0.34 0.11 -0.25
-0.05 0.24 0.45

**SMILES**: OC1=CC1.[H][H].C=O
**E_tot**: -8367.6967 eV
**Charge**: 0
**Energy above the lowest of the compared OMol25 structures with the same formula, charge and spin**: 538.9 kJ/mol